This record from the Open Molecules 2025 dataset describes a gas-phase ion, C23H35N4O3 (charge +1). The level of theory is ωB97M-V with the def2-TZVPD basis set.

Computed properties:
- SMILES string = CCCCOc1ccccc1[NH+]1CCN(CCCN2C(=O)[C@H]3CCCN3C2=O)CC1
- lowest unoccupied orbital energy (eV) = -1.843
- charge = +1
- orbital gap (Ha) = 0.36645
- relative energy (zero: lowest compared OMol25 entry of this formula, charge and spin) (kcal per mole) = 2.0

```
65
Properties=species:S:1:pos:R:3:forces:R:3
C -4.09476 -1.80367 3.09100 0.092 0.278 0.006
C -4.10719 -0.30726 2.80219 -0.169 -0.089 -0.077
C -5.13605 0.10582 1.74713 0.454 -0.035 -0.190
C -4.93396 -0.56962 0.38877 -0.591 0.020 0.359
H -5.09544 -1.64580 0.48045 -0.031 0.128 -0.066
H -5.64704 -0.18024 -0.34489 0.089 -0.077 -0.009
O -3.60420 -0.47077 -0.11167 0.360 0.085 -0.155
C -3.14222 0.69381 -0.62888 0.154 0.086 -0.028
C -3.89939 1.84951 -0.81009 -0.087 -0.285 0.102
C -3.33857 2.98561 -1.36293 0.169 0.011 -0.039
C -2.01015 3.00195 -1.75036 -0.090 0.013 0.013
C -1.24571 1.86112 -1.58809 0.007 -0.113 0.025
C -1.79682 0.71918 -1.03110 -0.360 0.381 0.042
N -0.95002 -0.46376 -0.91283 0.142 0.310 -0.273
H 0.01499 -0.19940 -1.25386 -0.311 0.005 0.227
C -1.40150 -1.59550 -1.74828 -0.225 -0.724 -0.448
H -1.69827 -1.21549 -2.72649 -0.006 0.040 0.137
H -2.27449 -2.04264 -1.27029 0.116 0.152 -0.049
C -0.24556 -2.59434 -1.88099 0.140 -0.011 -0.056
N 0.68900 -2.41308 -0.78088 -0.086 -0.076 0.049
C -0.02783 -2.27955 0.47147 -0.042 -0.032 -0.070
H -0.75022 -3.10110 0.61359 0.048 0.021 0.042
C -0.75192 -0.92266 0.48256 0.184 -0.314 0.803
H -0.16159 -0.16242 0.99722 -0.039 0.038 -0.140
H -1.72403 -1.01234 0.96667 0.116 0.128 -0.107
H 0.68136 -2.31969 1.29787 -0.075 0.012 0.030
C 1.73089 -3.42787 -0.76687 0.239 0.061 0.193
H 1.39668 -4.34080 -0.25086 -0.029 -0.020 -0.116
C 3.02652 -2.92678 -0.12894 -0.133 -0.037 -0.248
H 2.88454 -2.71334 0.93112 0.063 -0.058 0.062
H 3.75920 -3.72990 -0.19760 0.031 -0.039 0.095
C 3.58470 -1.67542 -0.82192 0.028 -0.321 0.023
N 3.29088 -0.46236 -0.08749 0.025 -0.035 -0.375
C 4.06953 -0.01827 0.96542 -0.171 0.334 0.177
O 5.01395 -0.59297 1.42414 0.177 -0.104 0.089
C 3.44724 1.29762 1.39604 0.312 0.109 0.359
N 2.30497 1.43034 0.51062 -0.015 -0.155 0.204
C 2.31491 0.45205 -0.42465 -0.227 -0.084 0.264
O 1.55851 0.36516 -1.38154 0.168 0.243 -0.495
C 1.99848 2.82736 0.23514 -0.348 0.321 -0.232
H 1.00875 3.08308 0.62187 0.086 0.048 -0.107
H 2.00292 2.99161 -0.84517 -0.035 -0.014 0.044
C 3.11672 3.60787 0.94728 0.050 -0.084 0.017
H 3.44287 4.46677 0.36657 -0.035 0.055 0.032
H 2.76493 3.96107 1.91611 0.000 0.052 0.005
C 4.24054 2.58372 1.14585 -0.047 -0.083 0.052
H 4.90054 2.83357 1.97115 0.067 -0.017 -0.010
H 4.83640 2.48074 0.23783 0.038 -0.023 -0.022
H 3.12856 1.23792 2.44299 0.096 -0.075 -0.077
H 4.67240 -1.74332 -0.89175 -0.120 0.046 -0.052
H 3.15622 -1.56228 -1.81894 0.098 0.026 0.030
H 1.94443 -3.69348 -1.80417 -0.030 -0.050 -0.006
H -0.65441 -3.61758 -1.91513 -0.016 0.089 -0.018
H 0.30264 -2.41539 -2.80916 -0.068 -0.058 0.001
H -0.21262 1.84363 -1.89879 0.125 -0.009 -0.019
H -1.57646 3.88826 -2.18301 0.062 0.086 -0.058
H -3.95097 3.86369 -1.49297 -0.073 0.088 -0.008
H -4.93883 1.86498 -0.52883 -0.100 -0.045 0.066
H -6.13704 -0.15835 2.09037 -0.095 0.035 -0.028
H -5.09553 1.19079 1.63511 -0.129 0.009 -0.010
H -3.11203 0.01791 2.48600 0.004 0.079 0.051
H -4.34182 0.22841 3.72334 0.088 0.062 -0.010
H -3.41922 -2.01872 3.91508 0.038 -0.113 0.062
H -3.76462 -2.37498 2.22635 0.026 -0.143 -0.091
H -5.08884 -2.14366 3.36958 -0.106 -0.125 0.031
```
Positions in Å, forces in eV/Å.

Partial charges, Löwdin, in e: C -0.10; C -0.25; C -0.17; C -0.17; H 0.13; H 0.13; O -0.07; C -0.19; C 0.01; C -0.05; C -0.06; C 0.00; C -0.12; N -0.04; H 0.12; C -0.06; H 0.15; H 0.13; C -0.14; N -0.18; C -0.13; H 0.13; C -0.06; H 0.14; H 0.11; H 0.13; C -0.19; H 0.13; C -0.13; H 0.11; H 0.12; C -0.09; N 0.07; C -0.36; O 0.15; C -0.16; N 0.01; C -0.43; O 0.05; C -0.11; H 0.12; H 0.13; C -0.14; H 0.12; H 0.12; C -0.09; H 0.13; H 0.13; H 0.17; H 0.13; H 0.13; H 0.13; H 0.14; H 0.13; H 0.11; H 0.11; H 0.12; H 0.11; H 0.12; H 0.10; H 0.09; H 0.11; H 0.07; H 0.06; H 0.08

***

This record from the Open Molecules 2025 dataset describes a molecular structure, C23H35NO3RuSi in a non-equilibrium geometry. The level of theory is ωB97M-V with the def2-TZVPD basis set.

Computed properties:
- spin multiplicity = 6
- lowest unoccupied orbital energy (alpha / beta) (eV) = 2.676 / 2.663
- charge = -1
- orbital gap (alpha / beta) (Ha) = 0.20151 / 0.23736
- relative energy (zero: lowest compared OMol25 entry of this formula, charge and spin) (kcal per mole) = 45.8

```
64
Properties=species:S:1:pos:R:3:forces:R:3
Ru 1.23300 -0.59364 -0.16602 -1.212 -0.451 -0.152
C -0.72654 2.98349 0.77394 1.074 -0.979 0.193
C -0.60915 2.14154 -0.45173 1.764 -0.528 -1.638
C -1.60561 1.01042 -0.75803 0.573 -0.567 1.115
C -0.74450 -0.23559 -1.19396 -0.822 0.755 -0.394
C -1.71175 -1.34137 -1.54674 1.020 -1.889 1.593
C 0.27911 0.04561 -2.16693 1.018 0.707 -0.377
C 0.91751 1.32965 -2.26147 -0.417 -1.764 0.941
C 2.05849 1.67321 -3.18439 -1.729 0.561 -0.394
C 0.57020 2.19619 -1.19374 -1.373 1.284 0.489
H -0.48277 2.37514 1.66722 -0.298 0.250 -0.159
H -1.69064 3.39845 0.88735 -1.084 0.573 0.296
H 0.02071 3.75824 0.74978 0.236 0.478 -0.054
H -2.36508 1.12269 -1.57554 0.789 0.715 0.076
H -2.38923 -1.53223 -0.68462 0.314 0.120 -0.580
H -1.20800 -2.32699 -1.73893 -0.262 0.850 0.003
H -2.29649 -1.08934 -2.40375 -0.610 0.255 -0.740
H 0.65870 -0.73241 -2.85597 -0.604 0.198 0.276
H 2.29376 2.69875 -2.92959 0.230 0.391 -0.431
H 1.67991 1.60108 -4.22857 0.521 0.218 0.442
H 2.96526 1.12769 -3.09469 0.675 -0.833 0.178
H 1.30421 2.97732 -0.94803 -0.358 -0.208 0.009
O 3.22344 1.96363 2.57431 -1.128 -1.282 -0.990
C 2.46458 1.19311 1.92712 1.328 2.094 -0.812
O 2.44763 1.00804 0.65140 0.750 0.286 1.391
C 1.40598 0.48584 2.69764 0.012 -1.542 -0.976
C 1.06142 0.86388 3.95454 -1.092 -0.342 1.731
C 0.16094 0.02689 4.63290 -0.200 1.243 1.296
C -0.39468 -1.07595 4.00361 -2.006 -0.542 3.075
C -0.00431 -1.36183 2.76948 0.872 -0.388 -3.272
N 0.88208 -0.60681 2.11275 0.063 0.474 0.079
H 1.45761 1.78802 4.36626 0.065 -0.347 0.046
H -0.15578 0.27420 5.68098 0.338 -0.189 -1.144
H -1.21440 -1.71218 4.47230 1.355 0.962 -0.396
H -0.39795 -2.18228 2.17105 0.016 0.035 0.258
C -4.57427 0.09633 -0.58072 1.741 -0.915 0.234
C -3.88826 1.03035 0.44247 -1.729 1.940 0.081
C -4.44813 0.94792 1.86986 1.008 -1.266 -0.616
C -4.16060 2.52588 0.00882 0.384 -2.174 -1.719
C -2.45811 0.84356 0.50010 1.775 -1.023 -1.235
H -5.60065 0.17501 -0.67167 -2.400 1.043 0.019
H -4.50128 -0.92460 -0.21276 0.509 -0.323 -0.099
H -4.18088 0.12403 -1.61860 0.096 0.134 0.830
H -5.51944 0.93946 1.87141 -0.657 -0.074 0.228
H -4.05572 1.76708 2.46151 -0.046 0.183 0.093
H -4.00625 0.02402 2.26539 -0.618 -0.020 0.438
H -5.23347 2.59080 -0.20292 0.219 0.544 0.029
H -3.53737 2.59890 -0.90531 -0.756 0.739 0.234
H -3.78721 3.18417 0.75155 0.006 0.772 0.613
H -1.99043 0.57885 1.43739 0.185 -0.039 0.063
C 4.43826 -3.84073 -0.14163 0.733 -1.336 -1.345
Si 3.23155 -2.75359 -1.04950 -0.246 -0.321 0.095
C 4.05567 -1.14331 -1.50737 -0.020 0.370 -1.335
C 3.08875 -3.55615 -2.74503 2.042 0.192 -1.234
O 1.84023 -2.59275 -0.23800 0.415 0.304 -0.354
H 5.30580 -4.04783 -0.81185 -0.217 0.508 0.402
H 4.11893 -4.85879 0.06403 -0.723 -0.206 -0.099
H 4.79238 -3.52398 0.79737 0.557 0.914 1.133
H 4.49369 -0.50820 -0.76995 0.284 0.261 0.842
H 3.29093 -0.50740 -1.99085 0.148 -0.253 0.131
H 4.81633 -1.30008 -2.30293 -0.267 -0.099 0.429
H 4.18624 -3.53537 -3.21809 -2.179 -0.367 1.010
H 2.49475 -3.01790 -3.48295 -0.202 0.265 0.126
H 2.70091 -4.56811 -2.72970 0.143 -0.355 0.026
```
Positions in Å, forces in eV/Å.

Partial charges, Löwdin, in e: Ru 1.24; C -0.06; C -0.22; C -0.24; C -0.40; C -0.10; C -0.18; C -0.31; C -0.06; C -0.10; H 0.08; H 0.04; H 0.08; H 0.13; H 0.06; H 0.08; H 0.06; H 0.11; H 0.07; H 0.08; H 0.04; H 0.11; O -0.01; C -0.59; O -0.16; C -0.22; C -0.01; C -0.06; C -0.11; C -0.16; N 0.04; H 0.12; H 0.12; H 0.13; H 0.12; C -0.05; C -0.60; C -0.06; C -0.03; C -0.05; H 0.04; H 0.08; H 0.09; H 0.07; H 0.08; H 0.08; H 0.08; H 0.08; H 0.05; H 0.10; C -0.19; Si 0.18; C -0.19; C -0.20; O -0.50; H 0.03; H 0.02; H 0.00; H 0.02; H -0.01; H 0.04; H 0.07; H 0.01; H 0.01

***

Number 2 is which compound?
C23H35NO3RuSi

***

Among the records above, which one has the highest relative energy (zero: lowest compared OMol25 entry of this formula, charge and spin)?
C23H35NO3RuSi

***

What is the relative energy (zero: lowest compared OMol25 entry of this formula, charge and spin) in the first record?
2.0 kcal per mole